(1)
ORCA calculation (ωB97M-V with the def2-TZVPD basis set) on the ion C3H6O5P with charge +1.

## Properties
- energy (Ha) = -835.24932
- net charge = +1
- orbital gap (eV) = 10.63
- relative energy (zero: lowest compared OMol25 entry of this formula, charge and spin) (kcal per mole) = 15.1

Each line ends with the natural charge from an NBO analysis.
Geometry (Å):
1 C -2.070 0.784 0.755  -0.275
2 C -0.948 -1.423 0.015  0.410
3 C -1.110 0.040 0.251  0.170
4 O 0.148 -1.876 -0.237  -0.513
5 O 1.783 -0.754 1.326  -0.927
6 O 2.147 -0.751 -1.352  -0.906
7 O 2.526 1.232 0.049  -1.001
8 O 0.255 0.767 -0.189  -0.835
9 P 1.631 0.026 -0.065  2.583
10 H -2.123 1.747 1.002  0.247
11 H -3.009 0.102 0.958  0.255
12 H -1.906 -1.851 0.083  0.180
13 H 1.733 -0.114 2.005  0.524
14 H 2.258 -1.628 -1.125  0.524
15 H 2.606 1.941 -0.601  0.563

Atomic forces in eV per Å
-1.924 -6.307 -0.631
1.079 2.295 -0.127
3.570 1.717 -1.041
-1.388 -0.249 0.130
0.244 -0.392 -2.952
-0.688 3.605 1.094
2.045 1.664 0.530
-2.715 -2.030 0.930
-1.497 -1.151 -0.353
0.108 3.748 0.663
1.715 1.645 -0.227
-1.030 -1.897 0.028
0.165 1.165 1.836
0.403 -3.686 0.176
-0.087 -0.126 -0.056

=====

(2)
ORCA calculation (ωB97M-V with the def2-TZVPD basis set) on a structure of composition C3H6OS.

## Properties
- energy (Ha) = -591.03423
- net charge = -2
- orbital gap (eV) = 4.53
- relative energy (zero: lowest compared OMol25 entry of this formula, charge and spin) (kcal per mole) = 123.9

Each line ends with the natural charge from an NBO analysis.
Geometry (Å):
1 C -1.376 0.502 -0.576  -0.084
2 O -2.194 1.501 -0.089  -0.937
3 C 0.174 0.424 -0.549  -0.063
4 C 0.656 -0.032 0.715  -0.510
5 S 3.308 -1.317 1.238  -1.670
6 H -1.558 -0.522 -0.078  0.078
7 H -1.791 0.270 -1.605  0.080
8 H 0.628 0.252 -1.525  0.210
9 H 0.522 -0.879 -0.111  0.353
10 H -0.056 -0.086 1.484  0.213
11 H 1.686 -0.110 1.097  0.330

Atomic forces in eV per Å
-2.758 -0.865 -0.728
1.992 -0.478 0.199
-1.978 -0.551 1.242
1.270 1.809 -1.444
0.309 -0.367 -0.018
-0.246 0.687 -0.045
1.038 0.038 -0.113
0.829 0.706 0.382
0.256 -0.717 0.428
-1.320 -0.088 0.644
0.608 -0.174 -0.546

=====

(3)
ORCA calculation (ωB97M-V with the def2-TZVPD basis set) on the molecule C3H6OS.

## Properties
- energy (Ha) = -591.18717
- net charge = 0
- orbital gap (eV) = 9.77
- relative energy (zero: lowest compared OMol25 entry of this formula, charge and spin) (kcal per mole) = 91.5

Each line ends with the natural charge from an NBO analysis.
Geometry (Å):
1 C -0.389 -0.021 0.181  -0.412
2 C 0.576 -1.085 -0.144  -0.065
3 C 0.782 1.011 -0.251  -0.083
4 H -2.979 0.475 0.758  0.169
5 H -0.109 -0.137 1.462  0.212
6 H 0.615 -1.883 0.591  0.198
7 H 0.504 -1.343 -1.370  0.149
8 H 1.078 1.802 0.540  0.196
9 H 0.362 1.482 -1.139  0.184
10 O 1.649 -0.200 -0.295  -0.530
11 S -2.089 -0.102 -0.332  -0.019

Atomic forces in eV per Å
1.745 1.470 6.093
-0.618 -1.168 -5.876
-1.860 -1.092 2.067
2.312 -0.983 -1.841
-1.937 0.967 -3.216
0.559 -0.405 -0.539
-0.699 -0.880 3.173
-0.258 -1.465 -1.422
1.254 -0.089 -0.819
1.152 2.817 0.950
-1.650 0.828 1.430

=====

(4)
ORCA calculation (ωB97M-V with the def2-TZVPD basis set) on the molecule C3H6OS.

## Properties
- energy (Ha) = -591.28937
- net charge = 0
- orbital gap (eV) = 9.81
- relative energy (zero: lowest compared OMol25 entry of this formula, charge and spin) (kcal per mole) = 27.4

Each line ends with the natural charge from an NBO analysis.
Geometry (Å):
1 C 0.778 -0.819 0.230  -0.086
2 C -0.338 -0.200 -0.473  -0.318
3 C -1.086 0.866 0.124  -0.531
4 H 1.819 0.827 0.024  0.465
5 H 0.597 -0.835 1.292  0.171
6 H 0.768 -1.869 -0.111  0.192
7 H -0.219 -0.241 -1.569  0.239
8 H -0.856 1.198 1.164  0.226
9 H -1.385 1.787 -0.530  0.228
10 O 1.977 -0.125 -0.128  -0.705
11 S -2.055 -0.588 -0.023  0.118

Atomic forces in eV per Å
0.453 -0.869 -0.204
-0.574 -0.574 -1.875
-0.733 4.508 0.065
0.119 -0.715 -0.056
0.062 0.094 0.605
0.933 0.390 0.158
-0.007 0.417 0.627
-0.005 -0.452 -0.873
0.465 -1.827 1.151
-0.196 0.018 0.269
-0.518 -0.988 0.134

=====

(5)
ORCA calculation (ωB97M-V with the def2-TZVPD basis set) on the molecule C3H6OS2.

## Properties
- energy (Ha) = -989.44854
- net charge = 0
- orbital gap (eV) = 9.76
- relative energy (zero: lowest compared OMol25 entry of this formula, charge and spin) (kcal per mole) = 50.2

Each line ends with the natural charge from an NBO analysis.
Geometry (Å):
1 C -1.532 0.288 -0.658  -0.756
2 C 1.121 0.938 0.530  -0.160
3 C 0.550 -1.156 0.044  -0.217
4 H -2.115 0.640 -1.528  0.255
5 H -2.320 0.052 0.259  0.227
6 H 0.697 0.593 1.596  0.178
7 H 1.948 1.630 0.527  0.221
8 H 1.059 -2.142 -0.192  0.212
9 H 0.254 -1.064 1.184  0.175
10 O 1.535 -0.262 -0.106  -0.522
11 S -0.399 1.667 -0.446  0.151
12 S -0.799 -1.182 -1.210  0.237

Atomic forces in eV per Å
-2.899 0.564 1.579
-2.495 -1.489 0.489
-0.240 -4.022 0.903
-0.158 -0.002 0.606
2.143 0.919 -2.129
1.178 1.332 -1.953
-0.160 0.373 0.087
-0.809 0.739 0.764
-0.391 -0.873 -2.179
1.018 2.914 0.084
1.479 0.346 0.996
1.335 -0.803 0.753

=====

(6)
ORCA calculation (ωB97M-V with the def2-TZVPD basis set) on the molecule C3H6S.

## Properties
- energy (Ha) = -516.02656
- net charge = 0
- orbital gap (eV) = 10.10
- relative energy (zero: lowest compared OMol25 entry of this formula, charge and spin) (kcal per mole) = 24.6

Each line ends with the natural charge from an NBO analysis.
Geometry (Å):
1 C 0.641 0.756 -0.117  -0.605
2 C -0.842 0.381 -0.108  -0.183
3 C -1.209 -0.887 -0.172  -0.398
4 H 1.987 -0.905 1.004  0.107
5 H 0.861 1.368 0.750  0.232
6 H 0.761 1.411 -1.052  0.237
7 H -1.608 1.187 0.165  0.207
8 H -0.534 -1.550 -0.605  0.190
9 H -2.013 -1.376 0.298  0.202
10 S 1.956 -0.386 -0.163  0.011

Atomic forces in eV per Å
-1.491 2.462 -1.636
-0.639 0.383 1.402
0.280 0.683 0.157
-0.446 -0.499 1.916
-0.447 0.509 -0.002
0.420 -0.670 1.364
1.458 -1.056 -0.080
1.452 -1.240 -0.192
-1.758 0.100 -0.175
1.170 -0.672 -2.755

=====

(7)
ORCA calculation (ωB97M-V with the def2-TZVPD basis set) on the molecule C3H6S.

## Properties
- energy (Ha) = -515.95596
- net charge = 0
- orbital gap (spin up / spin down) (eV) = 8.30 / 8.04
- relative energy (zero: lowest compared OMol25 entry of this formula, charge and spin) (kcal per mole) = 68.9

Each line ends with the natural charge from an NBO analysis.
Geometry (Å):
1 C -2.397 -0.253 0.097  -0.437
2 C -0.757 0.136 0.033  -0.412
3 C 2.135 -0.009 -0.147  -0.691
4 S 0.518 -0.998 0.167  0.275
5 H -2.998 0.572 0.360  0.180
6 H -2.913 -1.188 0.167  0.194
7 H -0.565 1.201 -0.065  0.212
8 H 2.777 -0.824 -0.043  0.227
9 H 2.305 0.884 0.549  0.224
10 H 1.895 0.481 -1.117  0.228

Atomic forces in eV per Å
7.639 1.853 -0.201
-7.579 -1.918 0.444
-3.678 2.573 0.268
0.733 0.669 0.102
-0.352 1.148 -0.185
0.738 -0.791 -0.037
-0.021 -0.183 0.173
1.686 -0.676 -0.402
-0.242 -1.754 -0.418
1.077 -0.920 0.256

=====

(8)
ORCA calculation (ωB97M-V with the def2-TZVPD basis set) on a cluster of 2 separate species, C3H6S in total.

## Properties
- energy (Ha) = -515.97138
- net charge = 0
- orbital gap (eV) = 10.00
- relative energy (zero: lowest compared OMol25 entry of this formula, charge and spin) (kcal per mole) = 59.3

Each line ends with the natural charge from an NBO analysis.
Geometry (Å):
1 C -2.203 -0.710 0.991  -0.247
2 C -3.376 -0.820 0.715  -0.257
3 C 2.328 0.502 -0.447  -0.775
4 S 0.693 -0.226 -0.165  -0.037
5 H -1.144 -0.432 1.116  0.237
6 H -0.007 0.919 -0.413  0.140
7 H -4.329 -1.131 0.283  0.242
8 H 2.266 1.587 -0.601  0.234
9 H 2.483 0.182 -1.543  0.217
10 H 3.290 0.129 0.065  0.246

Atomic forces in eV per Å
-0.199 0.677 -0.229
0.401 -0.720 -0.521
1.622 -0.632 -3.198
0.056 0.575 0.491
-1.296 -0.523 0.344
0.337 -0.585 0.132
0.688 0.482 0.682
0.164 -0.292 0.894
0.311 0.389 1.498
-2.086 0.629 -0.092

=====

(9)
ORCA calculation (ωB97M-V with the def2-TZVPD basis set) on the molecule C3H6S2.

## Properties
- energy (Ha) = -914.17497
- net charge = 0
- orbital gap (eV) = 7.82
- relative energy (zero: lowest compared OMol25 entry of this formula, charge and spin) (kcal per mole) = 63.2

Each line ends with the natural charge from an NBO analysis.
Geometry (Å):
1 C -1.082 -1.385 0.655  -0.821
2 C 0.351 0.467 -0.298  -0.262
3 C 0.566 1.759 -1.049  -0.709
4 H -1.512 -0.974 1.742  0.255
5 H -1.734 -2.222 0.261  0.216
6 H 0.052 -1.838 0.834  0.280
7 H -0.482 2.537 -1.185  0.246
8 H 1.342 2.436 -0.615  0.251
9 H 1.039 1.468 -2.130  0.251
10 S -1.088 -0.308 -0.800  0.386
11 S 1.231 -0.095 1.128  -0.093

Atomic forces in eV per Å
-0.609 -2.865 1.119
0.999 0.557 2.618
0.050 2.043 -2.316
1.225 -0.682 -3.248
0.372 0.619 0.988
-3.333 1.175 -0.628
3.074 -2.869 0.283
-0.648 -0.835 -0.047
-1.495 0.795 2.289
0.580 -0.551 1.943
-0.216 2.612 -3.002

=====

(10)
ORCA calculation (ωB97M-V with the def2-TZVPD basis set) on the molecule C3H6S2.

## Properties
- energy (Ha) = -914.23125
- net charge = 0
- orbital gap (eV) = 8.49
- relative energy (zero: lowest compared OMol25 entry of this formula, charge and spin) (kcal per mole) = 27.9

Each line ends with the natural charge from an NBO analysis.
Geometry (Å):
1 C 1.169 0.996 -0.413  -0.691
2 C 0.579 -0.311 0.029  -0.036
3 C -0.914 -0.191 0.579  -0.615
4 H 0.416 1.452 -1.026  0.237
5 H 2.135 0.898 -0.792  0.237
6 H 1.314 1.686 0.412  0.235
7 H -1.121 0.784 0.750  0.210
8 H -1.024 -0.840 1.499  0.241
9 H -1.525 -1.921 -0.528  0.140
10 S 1.248 -1.779 -0.144  0.048
11 S -2.278 -0.772 -0.366  -0.005

Atomic forces in eV per Å
-1.061 -0.448 1.579
-1.767 -0.414 0.024
2.325 -3.015 1.202
-0.042 0.398 -0.839
1.298 -0.327 -1.326
-0.360 0.055 0.591
-0.441 3.155 1.071
0.761 1.224 -0.604
-1.104 0.330 -0.295
-0.081 0.578 0.115
0.472 -1.535 -1.518